Entry 1:
Density functional theory data (wB97M-V/def2-TZVPD) for 2 unconnected molecules or ions with the total composition H4O2 at a distorted geometry.

Results
LUMO: 0.76 eV
Net charge: 0
Energy relative to the best compared isomer or geometry (same formula, charge and spin): 5.6 kcal/mol
HOMO energy: -0.42560 hartree
Gap between HOMO and LUMO: 12.3 eV

The geometry in XYZ format:
```
6
Properties=species:S:1:pos:R:3:lowdin_charge:R:1
H -1.0587 -0.2896 0.7712 0.07
H -1.5705 0.8883 -0.1364 0.06
H 0.6614 0.0575 -0.2371 0.00
H 1.9528 -0.7495 -0.3591 0.07
O -1.6026 -0.0921 -0.0593 -0.10
O 1.6045 0.1038 0.0545 -0.11
```

Entry 2:
Density functional theory data (wB97M-V/def2-TZVPD) for 2 unconnected molecules or ions with the total composition H4O2Si at a distorted geometry.

Results
LUMO (alpha / beta): -2.22 / -1.55 eV
Net charge: 0
Energy relative to the best compared isomer or geometry (same formula, charge and spin): 155.0 kcal/mol
HOMO energy (alpha / beta): -0.41422 / -0.40592 hartree
Gap between HOMO and LUMO (alpha / beta): 9.1 / 9.5 eV

The geometry in XYZ format:
```
7
Properties=species:S:1:pos:R:3:lowdin_charge:R:1
O -2.2208 -0.2764 0.1276 -0.01
O -0.4349 0.6648 0.0574 -0.35
Si 0.9134 -0.1632 -0.0028 0.49
H -2.8578 0.1319 -0.4232 0.00
H 1.5322 -0.5925 -1.3078 -0.07
H 1.3088 -0.8958 1.2689 -0.06
H 1.7591 1.1312 0.2799 -0.01
```

Entry 3:
Density functional theory data (wB97M-V/def2-TZVPD) for 2 unconnected molecules or ions with the total composition H4O2Si2 at a distorted geometry.

Results
LUMO: -0.54 eV
Net charge: 0
Energy relative to the best compared isomer or geometry (same formula, charge and spin): 97.7 kcal/mol
HOMO energy: -0.38142 hartree
Gap between HOMO and LUMO: 9.8 eV

The geometry in XYZ format:
```
8
Properties=species:S:1:pos:R:3:lowdin_charge:R:1
O -0.7223 -0.7989 0.8387 -0.49
O 1.0833 1.1008 -0.5287 -0.49
Si 1.5422 -0.2758 -0.1209 0.54
Si -1.5088 0.3278 0.2444 0.61
H 2.1457 -0.8837 1.0659 -0.06
H 1.7461 -1.1261 -1.3451 -0.05
H -2.4215 -0.1498 -0.8813 -0.04
H -1.8646 1.8056 0.7270 -0.02
```

Entry 4:
Density functional theory data (wB97M-V/def2-TZVPD) for 2 unconnected molecules or ions with the total composition H4OS at a distorted geometry.

Results
LUMO: 0.62 eV
Net charge: 0
Energy relative to the best compared isomer or geometry (same formula, charge and spin): 4.1 kcal/mol
HOMO energy: -0.35330 hartree
Gap between HOMO and LUMO: 10.2 eV

The geometry in XYZ format:
```
6
Properties=species:S:1:pos:R:3:lowdin_charge:R:1
O 0.7661 -0.7852 -1.0683 -0.10
H 1.1731 -1.4991 -1.6096 0.05
H 0.4024 -1.2484 -0.2799 0.03
S -0.4648 1.6743 1.1877 0.48
H -0.2390 0.3478 1.2218 -0.24
H -1.6378 1.5106 0.5482 -0.21
```

Entry 5:
Density functional theory data (wB97M-V/def2-TZVPD) for a molecular structure, H4P2S at a distorted geometry.

Results
LUMO: 0.55 eV
Net charge: 0
Energy relative to the best compared isomer or geometry (same formula, charge and spin): 10.2 kcal/mol
HOMO energy: -0.32596 hartree
Gap between HOMO and LUMO: 9.4 eV

The geometry in XYZ format:
```
7
Properties=species:S:1:pos:R:3:lowdin_charge:R:1
P -0.2917 -0.6485 1.5101 0.29
P 0.9498 1.2739 -0.6431 0.37
S -0.9057 0.3341 -0.2411 -0.08
H -1.6040 -1.0246 1.8142 -0.20
H 0.0144 -2.2724 0.7689 -0.03
H 1.4262 0.3068 -1.5330 -0.17
H 0.4111 2.0307 -1.6759 -0.17
```

Entry 6:
Density functional theory data (wB97M-V/def2-TZVPD) for 2 unconnected molecules or ions with the total composition H4S2.

Results
LUMO: 0.78 eV
Net charge: 0
Energy relative to the best compared isomer or geometry (same formula, charge and spin): 1.2 kcal/mol
HOMO energy: -0.36063 hartree
Gap between HOMO and LUMO: 10.6 eV

The geometry in XYZ format:
```
6
Properties=species:S:1:pos:R:3:lowdin_charge:R:1
S 1.2803 2.4817 2.6813 0.45
H 0.8712 3.6747 3.1517 -0.23
H 0.3776 2.5074 1.6833 -0.23
S -1.0233 -3.3722 -2.1589 0.45
H 0.1343 -2.6982 -2.2905 -0.23
H -1.6401 -2.5933 -3.0670 -0.23
```